{"formula": "C33H34N2O2", "method": "ωB97M-V with the def2-TZVPD basis set", "relative_energy_ev": 0.000, "energy_ha": -1537.75909, "homo_ev": -6.00, "multiplicity": 1, "orbital_gap_ev": 4.203, "symbols": ["C", "C", "C", "C", "O", "C", "C", "O", "H", "H", "H", "H", "H", "H", "H", "H", "H", "C", "N", "C", "C", "C", "C", "C", "C", "C", "C", "C", "C", "C", "C", "C", "C", "C", "N", "C", "C", "C", "C", "C", "C", "C", "C", "C", "C", "C", "H", "H", "H", "H", "H", "H", "H", "H", "H", "H", "H", "H", "H", "H", "H", "H", "H", "H", "H", "H", "H", "H", "H", "H", "H"], "xyz": [[2.569690, 3.905568, 1.174399], [2.464859, 3.641915, -0.276616], [1.321440, 4.206606, -1.013625], [1.410514, 4.600950, -2.470179], [0.222949, 4.353825, -0.434278], [3.409776, 2.784192, -0.973402], [4.740806, 2.392102, -0.352503], [3.152041, 2.306289, -2.098438], [3.253548, 3.195991, 1.649583], [2.953788, 4.915659, 1.396258], [1.589539, 3.818806, 1.667061], [2.109641, 3.970044, -3.036599], [0.400727, 4.536946, -2.897358], [1.698692, 5.665058, -2.519597], [4.896614, 2.712835, 0.679055], [4.842768, 1.301277, -0.413936], [5.543187, 2.818487, -0.967581], [-1.959304, -0.148758, -5.529841], [-2.726186, 0.384499, -4.395164], [-4.092154, -0.045545, -4.314071], [-4.368743, -1.422045, -4.205069], [-5.685003, -1.883578, -4.209914], [-6.743244, -0.974522, -4.350279], [-6.478523, 0.397642, -4.457102], [-5.160086, 0.864758, -4.412045], [-1.994713, 0.611258, -3.217819], [-2.365314, 1.657423, -2.348945], [-1.568597, 1.969573, -1.270122], [-0.511571, 1.105934, -0.862149], [0.212778, 1.356586, 0.341331], [0.692913, 0.364563, 1.234085], [1.722231, 0.677018, 2.174952], [2.240081, -0.276307, 3.022186], [1.686397, -1.581097, 3.034778], [2.244845, -2.558218, 3.844764], [3.701462, -2.633758, 3.994513], [1.459015, -3.370400, 4.716113], [1.013607, -4.650206, 4.342708], [0.348227, -5.452143, 5.275850], [0.113777, -4.979037, 6.572401], [0.553986, -3.703375, 6.946738], [1.228037, -2.904561, 6.025946], [0.547521, -1.855981, 2.246447], [0.123892, -0.950541, 1.298982], [-0.195369, 0.010215, -1.711736], [-0.880381, -0.194833, -2.894718], [-0.988923, 0.362764, -5.591796], [-1.808391, -1.233377, -5.410906], [-2.514734, 0.018810, -6.461037], [-3.525652, -2.113821, -4.118674], [-5.870655, -2.955703, -4.114515], [-7.768775, -1.351453, -4.404154], [-7.300278, 1.106746, -4.580706], [-4.936727, 1.931878, -4.484069], [-3.236514, 2.265580, -2.608996], [-1.728711, 2.875438, -0.690101], [0.327681, 2.398339, 0.628815], [2.104944, 1.695693, 2.211410], [3.049198, -0.033237, 3.716681], [3.936755, -3.063592, 4.974267], [4.131856, -3.287052, 3.217653], [4.160467, -1.643667, 3.915406], [1.210703, -4.997644, 3.324073], [0.010028, -6.447509, 4.981567], [-0.404884, -5.608039, 7.299044], [0.381027, -3.311606, 7.951419], [1.597442, -1.907105, 6.286001], [0.042305, -2.817129, 2.364894], [-0.692397, -1.213569, 0.625448], [0.645944, -0.634801, -1.453282], [-0.561870, -0.977061, -3.583506]], "atomic_forces_ev_per_a": [[0.04, 0.30, 0.71], [-0.01, -0.61, -1.62], [-0.14, -1.08, 0.91], [-0.07, 0.05, -0.27], [0.47, 0.47, -0.12], [-1.11, 0.45, -0.32], [0.17, -0.20, 0.05], [0.52, 0.00, 0.34], [-0.10, 0.20, 0.06], [-0.14, -0.16, 0.08], [0.17, 0.15, -0.03], [-0.23, 0.41, 0.30], [0.23, -0.05, 0.07], [0.06, -0.34, 0.02], [-0.03, 0.00, -0.15], [-0.01, 0.19, 0.03], [-0.19, -0.04, 0.08], [-0.29, -0.29, 0.26], [0.48, 0.42, -0.33], [-0.75, -0.22, 0.01], [0.03, 0.46, 0.04], [0.06, 0.28, -0.05], [0.23, -0.01, -0.10], [0.15, -0.29, 0.17], [0.32, -0.33, -0.10], [-0.15, -0.30, 0.40], [0.01, -0.02, -0.33], [0.33, -0.05, 0.49], [-0.15, -0.30, -0.60], [0.06, 0.18, -0.11], [0.29, -0.75, 0.25], [-0.31, 0.05, -0.14], [-0.09, -0.15, -0.36], [-0.05, 0.13, 0.29], [0.22, 0.25, -0.12], [-0.09, -0.11, 0.07], [-0.32, -0.61, 0.50], [0.16, 0.44, 0.19], [-0.04, 0.24, 0.06], [0.12, 0.08, -0.11], [0.03, 0.01, -0.19], [0.01, -0.16, -0.55], [0.06, -0.14, -0.04], [0.13, 0.61, 0.08], [0.03, 0.17, 0.24], [-0.02, 0.27, -0.01], [-0.33, -0.18, 0.04], [0.19, 0.16, -0.29], [0.09, 0.02, 0.30], [-0.35, 0.15, -0.01], [-0.04, 0.36, -0.06], [0.36, 0.22, 0.08], [0.27, -0.24, 0.08], [-0.09, -0.35, -0.05], [0.42, -0.13, 0.11], [-0.10, -0.18, -0.08], [-0.05, 0.11, -0.07], [-0.12, -0.28, -0.07], [-0.37, 0.02, -0.36], [-0.01, 0.16, -0.20], [-0.07, 0.21, 0.21], [-0.01, -0.32, 0.06], [-0.07, 0.05, 0.39], [0.09, 0.30, 0.14], [0.16, 0.19, -0.26], [0.00, -0.26, -0.28], [-0.18, -0.38, 0.00], [0.24, 0.26, -0.15], [0.16, 0.13, 0.25], [-0.21, 0.20, -0.09], [-0.09, 0.19, 0.29]]}